Formula: C17H27NO
Source: the OMol25 dataset
Level of theory: ωB97M-V/def2-TZVPD

```
46
Properties=species:S:1:pos:R:3:forces:R:3:nbo_charge:R:1
C -3.4152 0.9706 0.7950 2.4 -4.2 -4.0 -0.146
C 0.2868 1.6059 -0.0051 -3.7 -12.3 0.6 -0.377
H 2.3844 0.8491 -2.3139 0.0 -0.1 0.7 0.215
H 2.7548 -1.7109 1.2939 0.8 1.0 0.4 0.191
C 3.5438 0.6481 -0.2426 -0.5 -2.4 -4.2 -0.059
H -5.9886 0.3148 0.0363 1.8 -2.4 -2.1 0.130
H -4.5514 -2.4821 -0.5613 -0.7 0.6 1.6 0.191
H -6.1262 -2.2079 -0.0269 -3.3 -1.8 0.6 0.211
H 5.2413 -1.2467 0.7871 -0.6 -0.4 1.8 0.197
C 4.7743 -1.3488 -0.1542 3.6 -2.8 -6.0 -0.447
C 1.2238 0.3482 0.7486 -1.5 4.8 0.2 0.320
C -1.6385 0.4931 -1.4657 -7.8 1.1 10.6 -0.185
N 3.5448 -0.8584 -0.6059 0.5 2.7 3.2 -0.435
H 4.5581 0.9842 -0.0440 0.0 -0.1 0.3 0.210
H -3.3067 -0.5735 -2.3393 0.2 0.5 2.6 0.189
H 2.5605 -2.5329 -0.1157 0.5 -1.2 -0.5 0.198
H -1.0450 0.3171 -2.1536 5.2 -1.5 -6.9 0.180
H 0.1992 -2.0902 1.7033 0.5 1.2 -3.0 0.201
C 0.1449 -1.6607 0.5103 -3.9 -10.8 5.2 -0.641
C -3.8631 0.0752 -0.3354 -0.8 3.4 3.2 -0.062
H -4.1394 0.9982 1.5056 -1.5 0.9 2.6 0.200
H 1.0276 -0.7745 -1.1819 0.7 -0.9 2.9 0.205
H -1.7097 1.5342 1.6747 3.2 3.6 7.0 0.181
C -5.1829 -0.5493 -0.6320 -0.3 4.6 12.4 -0.304
H -4.7915 -1.7537 1.0586 0.6 0.1 2.4 0.218
H -0.8489 -1.4295 0.4999 -2.3 2.0 -0.7 0.246
C -2.0142 1.1761 0.8715 -6.3 -2.2 -6.8 -0.246
C -3.0107 -0.1013 -1.2804 6.0 -0.2 -8.6 -0.203
H 0.2845 2.4304 0.4063 0.3 7.9 4.9 0.183
H -5.3876 -0.4187 -1.5306 -2.1 0.2 -8.1 0.191
H 0.1454 -2.6440 -0.0677 -0.6 0.3 0.9 0.208
C 3.2464 1.1677 -1.7213 0.7 4.8 2.5 -0.601
H 2.9184 0.8826 1.8051 1.2 -0.6 1.6 0.238
C -1.2105 1.0899 -0.2675 2.6 0.1 -0.2 0.018
O 0.8737 0.3419 2.2145 -5.0 -0.9 -1.4 -0.766
H 0.6107 1.6814 -0.9031 2.9 0.6 -5.9 0.188
H 5.5518 -0.9102 -0.7918 0.2 0.8 0.0 0.193
H -0.2741 0.2322 2.3197 5.2 0.3 -0.7 0.472
H 2.6982 2.2658 0.6905 -1.3 -3.0 0.7 0.206
C -5.2160 -1.8081 0.1300 2.5 -1.6 -5.2 -0.592
H 3.2077 2.3358 -1.3756 -0.6 -2.0 -1.7 0.173
C 2.5868 1.0147 0.8287 0.3 3.6 -1.9 -0.458
C 1.2085 -1.0706 0.0175 5.3 9.8 -3.8 -0.198
C 2.6451 -1.5201 0.2234 -4.4 -3.2 -0.2 -0.260
H 4.8433 -2.3307 -0.8131 0.2 0.6 2.7 0.210
H 4.1252 1.1915 -2.3773 0.0 -0.7 0.4 0.218
```
Positions in Å, forces in eV/Å.

Relative energy (zero: lowest compared OMol25 entry of this formula, charge and spin) = 1256.8 kJ/mol
Kohn-Sham gap = 0.3404 Ha
HOMO level = -8.667 eV